No. 1
The following is a quantum chemistry calculation of a structure of composition C52H46BrCsI2N5OPSe, from OMol25.

E_LUMO: 3.348 eV
relative energy (zero: lowest compared OMol25 entry of this formula, charge and spin): 208.9 kJ/mol
net charge: -2
HOMO energy: -2.10 eV
HOMO-LUMO gap: 0.200 hartree

Last column: Löwdin charge in e.
Cartesian coordinates (Å):
Cs -0.241 0.137 -0.362  0.648
I -7.329 3.885 5.006  0.696
C -5.446 3.653 4.050  -0.747
C -4.603 4.747 3.949  -0.279
C -3.385 4.564 3.335  -0.620
I -2.081 6.219 3.163  0.822
C -2.903 3.328 2.779  -0.507
O -1.792 3.219 2.197  -0.128
C -3.838 2.234 2.946  -0.146
C -3.443 0.880 2.409  -0.168
N -3.858 0.637 1.024  -0.042
C -4.941 -0.267 0.743  -0.179
C -4.593 -1.246 -0.374  -0.267
C -5.363 -2.386 -0.600  -0.050
C -4.967 -3.278 -1.584  -0.092
C -3.822 -3.003 -2.319  -0.063
C -3.139 -1.827 -2.045  -0.125
N -3.519 -0.974 -1.100  0.105
C -5.064 2.413 3.556  -0.144
H -4.890 5.713 4.341  0.065
H -3.858 0.091 3.042  0.115
H -2.357 0.805 2.461  0.070
H -3.929 1.499 0.507  0.116
H -5.875 0.244 0.462  0.119
H -5.166 -0.858 1.634  0.113
H -6.247 -2.575 0.000  0.101
H -5.532 -4.186 -1.762  0.094
H -3.460 -3.687 -3.075  0.099
H -2.239 -1.556 -2.593  0.067
H -5.736 1.567 3.655  0.092
Br -1.853 1.947 -2.851  0.689
C -1.420 1.246 -4.598  -0.571
C -1.837 1.980 -5.673  -0.171
C -1.571 1.500 -6.972  -0.120
C -0.920 0.310 -7.137  -0.071
C -0.487 -0.450 -6.023  -0.195
C 0.184 -1.679 -6.189  -0.089
C 0.616 -2.370 -5.085  -0.115
C 0.395 -1.863 -3.789  -0.176
C -0.264 -0.669 -3.512  -0.190
C -0.709 0.023 -4.686  -0.272
H -2.375 2.907 -5.527  0.082
H -1.887 2.085 -7.828  0.087
H -0.723 -0.081 -8.131  0.097
H 0.353 -2.062 -7.191  0.090
H 1.137 -3.314 -5.222  0.087
H 0.757 -2.465 -2.955  0.059
C 3.810 0.026 3.633  -0.106
C 4.072 0.701 2.449  -0.089
C 3.718 0.126 1.239  -0.107
C 3.067 -1.109 1.190  -0.394
C 2.790 -1.765 2.385  -0.095
C 3.182 -1.211 3.595  -0.102
P 2.600 -1.707 -0.487  0.986
C 4.278 -2.331 -0.966  -0.361
C 5.168 -2.921 -0.067  -0.086
C 6.388 -3.419 -0.499  -0.103
C 6.738 -3.347 -1.841  -0.120
C 5.852 -2.788 -2.750  -0.107
C 4.633 -2.286 -2.315  -0.103
C 1.648 -3.210 -0.169  -0.498
C 1.961 -4.518 -0.522  -0.117
C 0.992 -5.493 -0.309  -0.141
C -0.236 -5.127 0.235  -0.141
C -0.501 -3.800 0.571  -0.185
C 0.425 -2.759 0.367  -0.302
H 4.076 0.468 4.587  0.093
H 4.532 1.682 2.470  0.097
H 3.944 0.638 0.309  0.098
H 2.263 -2.711 2.358  0.103
H 2.981 -1.741 4.518  0.094
H 4.894 -2.986 0.979  0.102
H 7.073 -3.864 0.214  0.092
H 7.694 -3.732 -2.177  0.088
H 6.117 -2.738 -3.801  0.092
H 3.934 -1.848 -3.020  0.096
H 2.919 -4.777 -0.963  0.089
H 1.184 -6.527 -0.579  0.078
H -0.996 -5.892 0.380  0.078
H -1.488 -3.572 0.977  0.066
C -0.080 5.460 0.027  -0.080
N 0.481 4.991 -1.224  -0.122
C -0.193 4.904 -2.425  -0.098
C 0.652 4.363 -3.323  -0.082
N 1.844 4.124 -2.665  -0.129
C 3.005 3.517 -3.272  -0.042
C 1.744 4.534 -1.374  -0.777
Se 3.062 4.534 -0.111  0.540
H -1.122 5.726 -0.134  0.074
H 0.473 6.327 0.388  0.076
H -0.034 4.680 0.786  0.068
H -1.220 5.200 -2.531  0.113
H 0.504 4.086 -4.352  0.120
H 3.381 4.150 -4.078  0.089
H 2.748 2.535 -3.668  0.099
H 3.773 3.414 -2.511  0.032
C 0.972 -0.463 7.381  -0.057
C 0.555 -0.388 5.938  -0.293
C 0.577 0.811 5.239  -0.030
C 0.149 0.840 3.919  -0.118
N -0.281 -0.240 3.274  0.071
C -0.287 -1.394 3.932  -0.139
C 0.110 -1.517 5.255  -0.049
H 1.653 0.349 7.637  0.071
H 1.461 -1.413 7.600  0.072
H 0.096 -0.383 8.029  0.079
H 0.918 1.722 5.717  0.110
H 0.113 1.771 3.360  0.108
H -0.625 -2.258 3.367  0.103
H 0.078 -2.482 5.749  0.106



No. 2
The following is a quantum chemistry calculation of a structure of composition C52H46LaN13O5, from OMol25.

E_LUMO: -0.430 eV
relative energy (zero: lowest compared OMol25 entry of this formula, charge and spin): 0.0 kJ/mol
net charge: 0
HOMO energy: -6.68 eV
HOMO-LUMO gap: 0.230 hartree

Last column: Löwdin charge in e.
Cartesian coordinates (Å):
La 0.335 0.234 -0.251  2.138
O 2.307 3.465 -2.971  0.026
C 1.549 2.672 -2.413  -0.492
N 1.719 1.980 -1.289  -0.067
C 2.978 1.848 -0.682  -0.231
C 4.200 1.895 -1.356  -0.014
C 5.387 1.632 -0.687  -0.101
C 5.383 1.333 0.669  -0.110
C 4.181 1.299 1.360  -0.041
C 2.979 1.545 0.700  -0.250
N 1.707 1.479 1.319  -0.121
C 1.490 2.113 2.474  -0.515
O 2.293 2.679 3.213  0.033
C 0.020 2.134 2.868  -0.196
C -0.307 2.531 4.158  0.002
C -1.638 2.611 4.526  -0.053
C -2.606 2.320 3.574  -0.060
C -2.191 1.946 2.309  -0.151
N -0.910 1.829 1.953  0.061
C 0.210 2.396 -3.092  -0.168
C -0.131 3.163 -4.201  0.007
C -1.243 2.822 -4.948  -0.046
C -1.964 1.689 -4.588  -0.064
C -1.572 1.000 -3.458  -0.152
N -0.534 1.356 -2.694  0.052
H 4.207 2.139 -2.408  0.106
H 6.324 1.667 -1.231  0.095
H 6.314 1.141 1.191  0.093
H 4.165 1.097 2.424  0.104
H 0.503 2.776 4.831  0.118
H -1.922 2.912 5.526  0.107
H -3.661 2.383 3.804  0.103
H -2.926 1.729 1.541  0.098
H 0.514 3.993 -4.453  0.118
H -1.534 3.408 -5.811  0.109
H -2.803 1.337 -5.177  0.108
H -2.096 0.095 -3.169  0.087
N 1.780 -0.894 3.225  0.214
C 0.509 -1.259 3.328  -0.418
N 0.153 -1.840 4.480  0.180
C -1.114 -2.209 4.563  -0.455
N -1.515 -2.816 5.699  0.160
N -2.034 -2.039 3.602  0.167
C -1.585 -1.446 2.507  -0.302
N -0.345 -1.031 2.283  0.123
C -2.624 -1.233 1.447  -0.219
C -3.906 -1.731 1.656  -0.009
C -4.888 -1.498 0.710  -0.041
C -4.566 -0.755 -0.412  -0.038
C -3.267 -0.303 -0.542  -0.124
N -2.305 -0.540 0.350  0.037
H 2.367 -0.999 4.031  0.122
H 2.092 -0.366 2.425  0.063
H -0.870 -2.848 6.468  0.102
H -2.492 -2.977 5.855  0.100
H -4.104 -2.286 2.560  0.106
H -5.891 -1.881 0.850  0.112
H -5.300 -0.528 -1.172  0.112
H -2.984 0.291 -1.403  0.087
C 3.063 -6.085 -1.101  0.004
N 3.016 -4.631 -1.056  -0.063
N 1.963 -3.985 -0.423  0.082
C 2.401 -2.737 0.009  -0.397
O 1.660 -1.877 0.502  -0.124
C 3.792 -2.682 -0.305  0.078
C 4.119 -3.846 -0.923  -0.278
C 5.438 -4.319 -1.424  -0.002
C 0.615 -4.370 -0.650  -0.189
C -0.313 -4.182 0.368  -0.002
C -1.641 -4.514 0.150  -0.070
C -2.046 -5.038 -1.069  -0.082
C -1.113 -5.225 -2.080  -0.071
C 0.218 -4.892 -1.876  -0.027
H 2.091 -6.483 -0.834  0.089
H 3.802 -6.476 -0.398  0.094
H 3.311 -6.423 -2.106  0.097
H 4.417 -1.817 -0.137  0.128
H 6.158 -3.506 -1.381  0.091
H 5.357 -4.668 -2.455  0.087
H 5.815 -5.146 -0.817  0.086
H 0.012 -3.770 1.315  0.113
H -2.362 -4.365 0.946  0.101
H -3.085 -5.301 -1.231  0.102
H -1.421 -5.607 -3.046  0.109
H 0.935 -4.994 -2.683  0.116
C -2.949 -0.527 -8.505  -0.049
C -3.054 -1.360 -7.249  -0.234
C -4.263 -1.978 -6.946  -0.062
C -4.407 -2.723 -5.786  -0.090
C -3.327 -2.883 -4.939  -0.030
C -2.096 -2.292 -5.234  -0.209
N -1.065 -2.476 -4.294  0.103
C 0.262 -2.782 -4.538  -0.215
C 0.636 -3.561 -5.642  -0.030
C 1.959 -3.906 -5.845  -0.083
C 2.950 -3.483 -4.960  -0.090
C 2.591 -2.703 -3.874  -0.024
C 1.263 -2.361 -3.641  -0.078
C 0.940 -1.512 -2.456  -0.613
O 1.836 -0.789 -1.957  -0.115
O -0.242 -1.537 -1.974  -0.185
C -1.957 -1.490 -6.382  -0.166
C -0.686 -0.727 -6.662  -0.028
H -3.878 -0.582 -9.071  0.074
H -2.136 -0.876 -9.144  0.087
H -2.758 0.523 -8.273  0.076
H -5.102 -1.862 -7.624  0.105
H -5.355 -3.196 -5.557  0.100
H -3.411 -3.480 -4.037  0.105
H -1.241 -2.217 -3.330  0.101
H -0.136 -3.901 -6.325  0.119
H 2.226 -4.514 -6.703  0.103
H 3.986 -3.747 -5.132  0.095
H 3.338 -2.333 -3.181  0.114
H 0.006 -1.311 -7.275  0.090
H -0.168 -0.468 -5.739  0.079
H -0.901 0.198 -7.197  0.068



No. 3
The following is a quantum chemistry calculation of a structure of composition C52H46N8Si2V, from OMol25.

E_LUMO (spin up / spin down): 4.286 / 4.284 eV
relative energy (zero: lowest compared OMol25 entry of this formula, charge and spin): 0.0 kJ/mol
spin multiplicity: 4
net charge: -2
HOMO energy (spin up / spin down): -0.19 / -1.81 eV
⟨S²⟩: 3.826
HOMO-LUMO gap (spin up / spin down): 0.165 / 0.224 hartree

Last column: Löwdin spin population.
Cartesian coordinates (Å):
V -0.220 -0.337 -0.746  2.039
C -2.935 -0.076 -4.245  0.042
C -4.249 -0.189 -3.755  0.015
C -4.430 -0.473 -2.437  0.018
C -3.315 -0.655 -1.556  0.033
N -2.052 -0.507 -2.041  0.048
C -1.908 -0.238 -3.352  0.002
N -3.630 -0.971 -0.297  0.072
C -2.762 -1.351 0.640  0.145
N -1.389 -1.377 0.632  -0.008
C -0.965 -2.027 1.767  0.146
N 0.254 -2.400 2.150  0.069
C 1.365 -2.300 1.421  0.037
C 2.515 -2.934 2.005  0.018
C 3.665 -3.098 1.298  0.017
C 3.711 -2.596 -0.018  0.044
C 2.617 -1.905 -0.474  0.002
N 1.472 -1.692 0.203  0.055
C -2.108 -2.348 2.583  0.077
C -2.228 -2.969 3.829  0.014
C -3.494 -3.134 4.350  0.038
C -4.637 -2.702 3.639  0.040
C -4.522 -2.100 2.404  0.014
C -3.239 -1.914 1.880  0.078
H -2.717 0.150 -5.280  0.003
H -5.104 -0.055 -4.408  0.000
H -5.410 -0.578 -1.993  0.000
H -0.888 -0.126 -3.688  0.000
H 2.391 -3.297 3.015  0.000
H 4.517 -3.601 1.741  0.000
H 4.582 -2.694 -0.652  0.003
H 2.685 -1.441 -1.449  0.000
H -1.339 -3.292 4.357  0.000
H -3.622 -3.603 5.320  0.002
H -5.619 -2.850 4.077  0.002
H -5.387 -1.767 1.843  0.000
C 2.237 2.210 -2.334  0.001
C 2.075 0.877 -3.003  0.006
C 2.852 0.536 -4.102  0.001
C 2.676 -0.732 -4.664  0.007
C 1.787 -1.625 -4.124  0.001
C 1.043 -1.248 -2.965  0.008
N 1.182 0.036 -2.481  0.006
N 0.231 -1.974 -2.236  -0.004
Si -0.273 -3.600 -2.481  0.000
C 1.193 -4.785 -2.339  0.000
C -1.523 -4.065 -1.173  0.001
C -1.078 -3.832 -4.178  0.000
H 2.044 3.021 -3.040  0.000
H 3.250 2.328 -1.941  0.000
H 1.543 2.291 -1.502  0.000
H 3.573 1.240 -4.496  0.000
H 3.262 -1.020 -5.531  0.000
H 1.659 -2.615 -4.541  0.000
H 1.636 -4.705 -1.342  0.000
H 1.979 -4.561 -3.064  0.000
H 0.876 -5.823 -2.491  0.000
H -1.108 -3.927 -0.173  0.000
H -1.802 -5.119 -1.287  0.000
H -2.433 -3.461 -1.236  0.000
H -0.355 -3.850 -4.997  0.000
H -1.788 -3.022 -4.368  0.000
H -1.631 -4.777 -4.199  0.000
N -4.427 5.989 -0.930  0.002
C -3.786 5.032 -0.866  0.000
C -2.989 3.845 -0.799  0.003
C -3.038 3.019 0.324  -0.002
C -2.238 1.892 0.383  0.002
C -1.348 1.529 -0.640  -0.040
C -1.357 2.374 -1.765  0.001
C -2.145 3.507 -1.858  -0.002
H -3.695 3.269 1.149  0.000
H -2.299 1.280 1.276  0.001
H -0.736 2.127 -2.622  0.000
H -2.114 4.133 -2.743  0.000
C 5.527 2.674 0.503  -0.002
C 5.103 1.373 0.271  0.000
C 3.771 1.032 0.462  -0.002
C 2.809 1.953 0.887  -0.010
C 3.270 3.253 1.129  -0.003
C 4.600 3.611 0.938  0.000
Si 0.969 1.394 1.118  -0.033
C 1.017 0.618 2.870  -0.005
C -0.184 0.313 3.520  0.002
C -0.216 -0.248 4.786  0.000
C 0.973 -0.539 5.444  -0.001
C 2.178 -0.254 4.822  0.001
C 2.196 0.321 3.556  -0.001
C 0.208 3.123 1.530  -0.006
C 0.113 4.098 0.530  -0.001
C -0.430 5.353 0.762  0.000
C -0.901 5.684 2.026  -0.001
C -0.804 4.746 3.041  0.000
C -0.257 3.492 2.793  -0.001
H 6.563 2.956 0.351  0.000
H 5.802 0.612 -0.061  0.000
H 3.477 0.009 0.282  0.000
H 2.580 4.011 1.476  0.000
H 4.909 4.632 1.138  0.000
H -1.128 0.501 3.016  0.001
H -1.170 -0.488 5.242  0.000
H 0.957 -0.997 6.427  0.000
H 3.116 -0.483 5.319  0.000
H 3.154 0.535 3.094  0.000
H 0.464 3.875 -0.471  0.000
H -0.504 6.064 -0.053  0.000
H -1.346 6.655 2.210  0.000
H -1.162 4.983 4.038  0.000
H -0.199 2.788 3.613  0.000



No. 4
The following is a quantum chemistry calculation of a structure of composition C52H47BrN13O2STl, from OMol25.

E_LUMO: 0.027 eV
relative energy (zero: lowest compared OMol25 entry of this formula, charge and spin): 98.5 kJ/mol
net charge: 0
HOMO energy: -6.71 eV
HOMO-LUMO gap: 0.247 hartree

Last column: Löwdin charge in e.
Cartesian coordinates (Å):
Tl 0.543 -0.346 0.091  1.018
C 4.470 1.976 5.164  -0.048
C 3.378 1.212 4.470  -0.283
C 3.509 -0.144 4.176  -0.030
C 2.532 -0.816 3.468  -0.023
C 1.359 -0.188 3.035  -0.262
N 0.363 -0.867 2.310  -0.012
C -0.278 -1.909 2.919  -0.220
C 0.014 -2.291 4.256  -0.014
C -0.479 -3.428 4.851  -0.050
C -1.324 -4.294 4.166  -0.293
C -1.835 -5.572 4.773  -0.060
C -1.716 -3.888 2.905  -0.008
C -1.291 -2.695 2.318  -0.120
N -1.973 -2.349 1.098  -0.039
C -3.154 -2.868 0.689  -0.051
C -3.432 -2.386 -0.566  -0.046
C -2.368 -1.535 -0.853  -0.173
N -1.506 -1.503 0.154  0.021
C 1.259 1.177 3.302  -0.126
C 2.244 1.859 4.009  0.003
N 0.160 1.927 2.808  -0.058
C -0.501 2.935 3.420  -0.051
C -1.392 3.449 2.511  -0.043
C -1.198 2.677 1.352  -0.170
N -0.264 1.761 1.543  0.050
H 5.021 1.340 5.858  0.076
H 5.190 2.372 4.443  0.077
H 4.070 2.822 5.725  0.077
H 4.396 -0.679 4.499  0.115
H 2.642 -1.871 3.253  0.106
H 0.675 -1.661 4.829  0.105
H -0.179 -3.656 5.869  0.112
H -1.166 -5.930 5.556  0.072
H -2.822 -5.443 5.223  0.078
H -1.919 -6.362 4.024  0.074
H -2.374 -4.540 2.347  0.107
H -3.728 -3.514 1.326  0.120
H -4.298 -2.595 -1.168  0.101
H -2.169 -0.949 -1.731  0.090
H 2.139 2.929 4.144  0.122
H -0.290 3.192 4.445  0.125
H -2.101 4.243 2.665  0.095
H -1.695 2.739 0.398  0.073
C 7.623 -1.907 -1.269  -0.058
C 6.298 -1.294 -0.913  -0.283
C 5.994 0.030 -1.231  -0.037
C 4.759 0.561 -0.941  -0.010
C 3.740 -0.149 -0.272  -0.218
N 2.555 0.516 0.023  -0.009
C 2.642 1.884 0.276  -0.263
C 3.552 2.391 1.214  -0.019
C 3.618 3.731 1.533  -0.038
C 2.749 4.655 0.955  -0.272
C 2.749 6.105 1.352  -0.052
C 1.852 4.175 0.015  0.013
C 1.822 2.831 -0.347  -0.137
N 0.946 2.493 -1.427  -0.049
C 0.859 3.166 -2.591  -0.044
C -0.197 2.645 -3.301  -0.030
C -0.701 1.632 -2.478  -0.129
N -0.012 1.549 -1.350  0.026
C 4.049 -1.488 0.010  -0.105
C 5.293 -2.030 -0.317  0.011
N 3.114 -2.400 0.596  -0.071
C 3.383 -3.480 1.364  -0.081
C 2.257 -4.268 1.386  -0.032
C 1.336 -3.584 0.575  -0.124
N 1.866 -2.466 0.106  0.043
H 8.451 -1.259 -0.975  0.076
H 7.709 -2.073 -2.346  0.081
H 7.762 -2.869 -0.775  0.072
H 6.722 0.646 -1.748  0.114
H 4.543 1.578 -1.236  0.122
H 4.208 1.684 1.708  0.127
H 4.339 4.064 2.273  0.112
H 3.655 6.365 1.900  0.074
H 1.896 6.339 1.994  0.080
H 2.689 6.757 0.479  0.077
H 1.149 4.851 -0.458  0.126
H 1.566 3.944 -2.820  0.133
H -0.532 2.931 -4.282  0.098
H -1.506 0.940 -2.662  0.109
H 5.461 -3.083 -0.123  0.114
H 4.343 -3.603 1.835  0.129
H 2.115 -5.190 1.923  0.099
H 0.315 -3.827 0.329  0.114
Br 1.722 -1.247 -8.259  0.724
C 0.832 -1.673 -6.644  -0.671
C -0.263 -2.525 -6.675  -0.201
N -0.932 -2.869 -5.580  0.069
C -0.518 -2.360 -4.419  -0.081
C 0.559 -1.493 -4.297  -0.097
C 1.258 -1.142 -5.443  -0.047
C 0.972 -0.899 -2.964  -0.609
O 1.930 -0.136 -2.930  0.047
O 0.231 -1.263 -1.979  -0.150
H -0.604 -2.939 -7.617  0.098
H -1.062 -2.656 -3.530  0.111
H 2.102 -0.469 -5.365  0.118
C -7.797 2.521 -2.794  -0.009
C -7.432 2.449 -1.349  -0.282
C -8.217 2.856 -0.315  0.014
C -7.693 2.713 0.997  -0.313
N -6.509 2.219 1.259  0.102
C -5.709 1.803 0.237  -0.844
S -4.196 1.156 0.428  0.674
N -6.218 1.938 -1.046  0.082
C -8.511 3.146 2.178  -0.024
H -8.804 2.911 -2.912  0.085
H -7.748 1.532 -3.251  0.093
H -7.104 3.174 -3.328  0.094
H -9.198 3.270 -0.491  0.113
H -5.598 1.620 -1.777  0.130
H -9.489 3.522 1.883  0.073
H -7.975 3.922 2.723  0.089
H -8.636 2.303 2.858  0.089